108
Properties=species:S:1:pos:R:3:forces:R:3 method="wB97M-V/def2-TZVPD" lumo_ev=-0.18 largest_force_ev_per_a=11.954 smiles="CC(=O)NCCCC[C@@](N)(COCCC(=O)N(C)C)OC#N.CCOS(C)(=O)=O.CCOS(C)(=O)=O.CCOS(C)(=O)=O.CCOS(C)(=O)=O" molar_mass_g_mol=811.0 orbital_gap_ev=9.024
S -4.524739 -4.247966 -0.150696 -0.2 -0.4 -0.1
S 5.172405 -1.870209 -2.859825 -0.4 -0.4 -0.2
S 2.732697 -3.588171 1.258199 -0.1 0.9 0.2
S 0.693960 -7.592205 6.607225 0.2 -0.2 -0.6
O 0.932108 -7.789068 5.007239 -0.5 -0.7 1.4
O 1.977946 -7.402653 7.247760 -1.2 0.1 -0.4
O 2.081940 -4.511535 2.163047 0.0 0.9 -1.9
O -3.593185 -3.816731 0.868979 -1.0 -0.2 -0.5
O -4.843153 -5.832546 0.057016 0.6 1.0 -0.8
O 1.955657 -2.157311 1.323578 1.5 -0.9 0.2
O 5.092710 -0.529532 -3.398087 0.5 -0.9 0.4
O -0.409389 -6.678576 6.810681 1.0 -0.4 -0.1
O 2.652010 5.296887 -3.457362 -0.7 -0.2 7.9
O -3.687272 2.264408 -0.517145 4.8 -2.5 -0.6
O -0.861523 8.064980 -2.938058 -8.0 1.2 1.6
O -2.206792 5.433712 -2.225270 -1.7 -1.9 -0.8
O 5.336073 -2.927065 -4.089336 -0.7 0.5 1.0
O 6.108686 -2.225297 -1.814777 -0.5 0.6 -0.8
O -5.769819 -3.552961 -0.398849 1.1 -0.4 0.5
O 2.991453 -3.921254 -0.125850 -0.6 -0.3 1.3
N -2.364872 9.326898 -1.491724 1.3 -1.4 -0.6
N -4.418127 4.553463 -0.524602 0.6 -2.4 -1.2
N 1.410479 4.431821 -1.544970 3.6 0.5 0.3
N -1.680112 0.434074 -0.022422 -7.9 7.7 -4.6
C -5.299044 -6.275187 1.327010 -0.6 -0.3 1.0
C -2.685039 8.723312 -0.134879 -1.2 -0.1 1.5
C -2.564964 1.294255 -0.483473 3.8 -4.3 4.8
C 1.121844 -6.636459 4.199684 0.5 1.1 -0.7
C -0.793685 4.480485 0.665400 0.4 0.0 0.8
C 0.275392 3.247434 0.413525 1.1 1.4 0.0
C 4.251334 -3.049090 2.004264 -0.1 0.1 0.0
C 6.390449 -2.731380 -5.020275 1.0 0.1 -0.6
C -3.650617 -4.398147 -1.689148 0.0 -0.2 0.0
C 7.719914 -3.197742 -4.457363 0.2 0.1 0.3
C -0.419031 -2.654964 1.255712 -0.1 -0.3 0.0
C 2.527183 5.283429 -2.110937 0.2 -0.1 -6.5
C -2.337920 4.003215 -1.908681 0.6 -1.5 -1.2
C 2.532609 -6.094039 4.331453 0.5 0.2 0.5
C 3.547256 -2.373488 -2.350824 0.1 -0.1 -0.4
C 3.570914 6.208123 -1.247869 -0.8 -0.4 0.9
C 0.762697 -1.994743 0.570537 -1.3 0.1 -0.4
C 1.680492 3.976526 -0.125946 -0.8 -1.8 0.7
C -1.153885 10.233857 -1.337025 1.6 0.8 0.0
C 0.134001 -9.241810 6.951795 0.0 -0.1 -0.2
C -2.150561 8.276544 -2.559416 6.3 -0.7 -1.1
C -3.394789 7.392221 -3.242862 0.3 -0.5 1.9
C -2.915999 5.804387 -3.459533 0.2 2.1 -0.9
C -3.154935 3.666792 -0.527958 -0.3 2.7 0.7
C -6.770761 -5.964942 1.526101 -0.2 0.3 0.0
C -2.349567 4.003126 0.859217 0.5 0.5 0.9
H 4.902979 -3.918671 2.111050 -0.2 0.0 -0.1
H -0.736612 10.637052 -2.377534 -1.1 -1.2 2.3
H -1.241437 3.533423 -1.931647 -2.4 1.1 0.4
H 1.971065 4.853014 0.594229 -0.5 -1.7 -1.6
H 0.576074 -0.918224 0.495508 0.3 -0.2 0.1
H -6.938347 -4.886469 1.600245 0.0 -0.1 0.0
H -2.196931 5.787875 -4.412375 -1.4 -0.2 2.2
H -1.383134 11.206059 -0.686647 -0.1 -2.3 -1.4
H -1.351770 -2.408135 0.740725 0.2 0.0 0.1
H 7.640444 -4.217369 -4.067472 0.0 0.1 -0.1
H -2.919007 3.438213 -2.785169 1.0 1.2 1.9
H 2.705272 -5.687469 5.332240 -0.1 -0.1 0.0
H 3.563879 -3.439462 -2.116667 0.1 0.4 -0.1
H -5.178537 3.948178 -0.090464 1.1 1.1 -0.7
H -5.155647 -7.360470 1.357816 0.2 0.2 -0.3
H 2.956623 6.718556 -0.366452 1.4 -1.0 -1.8
H -2.738042 -4.973158 -1.522065 -0.2 0.1 0.0
H -3.789962 7.884054 -4.235035 0.9 -0.9 2.1
H -0.492262 -2.333423 2.299368 0.0 0.1 -0.2
H -2.350156 3.111013 1.644231 -0.1 1.6 -1.9
H -2.917292 4.896401 1.404939 1.1 -2.0 -1.4
H -4.295992 -4.894732 -2.415991 0.0 0.1 0.2
H -4.224198 7.338342 -2.388555 1.5 0.4 -2.0
H -4.691491 -5.846317 2.130787 0.0 0.1 -0.2
H 2.496336 3.107152 -0.162789 -1.4 2.1 0.4
H 4.032456 -2.624762 2.985817 -0.1 -0.1 -0.1
H 3.270083 -6.887139 4.173041 -0.1 0.0 0.0
H -2.575451 7.556530 -0.097293 -0.3 2.2 -0.3
H 6.440332 -1.684905 -5.338882 -0.1 -0.1 0.2
H -3.792639 9.047143 0.165558 2.3 -0.9 -0.6
H 0.898196 -9.950191 6.626820 -0.1 0.2 0.0
H -0.020385 -9.328377 8.029240 0.1 0.2 -0.1
H -1.987575 9.141791 0.738888 -1.3 -0.8 -2.2
H 0.890750 -2.372063 -0.449434 0.1 0.0 0.1
H -0.312757 -3.743714 1.259744 0.0 0.1 0.0
H 0.378284 -5.868024 4.435764 0.0 -0.2 0.1
H 0.952267 -6.941767 3.161715 -0.1 -0.2 0.3
H -0.805589 -9.413314 6.423491 0.2 0.1 0.1
H 8.496511 -3.170258 -5.226960 -0.1 0.0 0.0
H 4.719731 -2.307099 1.355109 -0.1 -0.1 0.0
H 1.385282 3.534669 -2.108852 0.0 1.8 0.3
H -0.467733 4.975077 1.701963 -0.7 -1.1 -2.2
H 2.843467 -2.163251 -3.158184 0.2 0.0 0.0
H 4.382530 5.490485 -0.759207 -1.8 1.5 -1.0
H 3.279059 -1.800552 -1.460863 0.2 -0.1 -0.2
H -7.142862 -6.428885 2.443944 0.1 0.0 -0.1
H -0.274947 9.671357 -0.759991 -1.7 1.1 -1.4
H -3.402330 -3.393204 -2.036508 -0.1 -0.1 0.2
H 8.041549 -2.559330 -3.629312 0.0 -0.1 -0.1
H -0.044784 2.496981 -0.426531 0.5 1.3 1.8
H -4.671461 4.687170 -1.546114 0.1 -0.3 1.7
H 6.149214 -3.327606 -5.906655 -0.3 0.1 0.3
H 0.542021 2.692390 1.436221 -0.9 1.1 -2.4
H 2.708479 -5.294224 3.606537 0.0 -0.7 0.7
H -7.362021 -6.326498 0.678953 0.1 0.0 0.1
H -3.884896 5.178527 -3.680791 1.9 1.0 0.6
H 4.114138 7.051623 -1.884495 -1.5 -2.2 1.1
H -0.643201 5.341106 -0.138267 -0.5 -2.0 1.4